1.
The following is a DFT calculation (ωB97M-V with the def2-TZVPD basis set) of a cluster of 3 separate species, C24H43Br2ClIN2O8S in total.

The geometry in XYZ format:
```
82
Properties=species:S:1:pos:R:3:lowdin_charge:R:1
C 0.4661 -2.8615 -0.4536 -0.161
C -0.5356 -1.5834 -0.3042 -0.695
Br 0.0576 -0.2736 -1.6760 0.715
C -0.3615 -1.0396 1.2317 -0.617
Br 0.9886 0.4224 1.3971 0.728
C -1.7491 -0.7240 1.9455 -0.087
N -2.2986 -1.7683 2.8026 0.159
C -3.5437 -1.6831 3.5063 -0.237
O -3.9488 -2.8089 4.2641 0.010
C -4.4202 -0.4058 3.4454 -0.467
I -6.2923 -0.2636 4.5388 0.963
C -3.9473 0.8050 2.5551 -0.002
C -4.7615 2.1670 2.4156 -0.390
O -5.6573 2.2238 1.5322 0.104
O -4.5736 3.3221 3.2011 -0.015
C -3.7448 3.0731 4.3742 -0.138
C -3.4442 4.4383 5.2066 -0.318
O -4.6252 4.9780 5.8383 -0.041
C -2.2404 4.1151 6.2326 -0.229
N -1.4573 5.3139 6.6525 -0.015
C -2.5836 0.5695 1.7945 -0.007
C -2.0978 1.7531 0.8418 -0.154
C -1.4617 3.0123 1.6640 -0.191
C -0.8293 4.0096 0.5373 -0.195
C 0.1973 5.0503 1.1972 -0.254
S 1.8632 5.0508 0.3638 0.443
O 2.3710 6.4703 0.1674 -0.373
O 1.8509 4.4005 -0.9911 -0.389
Cl 3.1294 3.9248 1.5916 0.326
H 0.3008 -3.6532 0.3501 0.084
H 0.4810 -3.2761 -1.5235 0.093
H 1.5262 -2.4302 -0.2771 0.089
H -1.5925 -1.9996 -0.4797 0.115
H 0.0974 -1.9365 1.8004 0.097
H -1.7454 -2.6428 2.9133 0.181
H -4.6258 -3.3266 3.7513 0.150
H -4.3257 2.3522 5.0690 0.132
H -2.6995 2.6572 4.1057 0.116
H -3.0178 5.1990 4.4433 0.157
H -4.7308 5.9084 5.5194 0.117
H -1.4775 3.4018 5.7331 0.120
H -2.6580 3.5212 7.1314 0.137
H -2.0555 6.0473 7.0525 0.076
H -0.9364 5.6373 5.8280 0.064
H -1.3040 1.4510 0.0824 0.035
H -3.0475 2.1446 0.3092 0.145
H -2.3232 3.5866 2.1417 0.099
H -0.6437 2.6984 2.3930 0.089
H -0.4052 3.4270 -0.3555 0.112
H -1.7277 4.6141 0.1320 0.135
H 0.3124 4.9201 2.3353 0.109
H -0.2281 6.1074 1.0515 0.122
C 3.7119 -6.3930 -4.1409 -0.076
C 3.3328 -5.5293 -2.9519 -0.279
O 2.1147 -5.9228 -2.3279 -0.180
C 2.0745 -7.2417 -1.7986 -0.281
C 3.1189 -7.4995 -0.7268 -0.081
H 2.9143 -6.3870 -4.8886 0.085
H 4.6291 -6.0200 -4.6043 0.082
H 3.8823 -7.4320 -3.8532 0.067
H 3.1860 -4.5013 -3.2942 0.113
H 4.1412 -5.4950 -2.2134 0.106
H 2.1502 -7.9756 -2.6074 0.108
H 1.0810 -7.3695 -1.3605 0.115
H 4.1348 -7.3975 -1.1135 0.068
H 3.0139 -8.5116 -0.3278 0.080
H 3.0088 -6.7850 0.0944 0.077
C 4.0663 0.5375 -7.4077 -0.080
C 2.7113 -0.1069 -7.1780 -0.277
O 2.6632 -0.9335 -6.0201 -0.162
C 2.9356 -0.2964 -4.7804 -0.279
C 1.9721 0.8300 -4.4501 -0.111
H 4.8451 -0.2258 -7.4863 0.083
H 4.0565 1.1241 -8.3302 0.080
H 4.3448 1.2055 -6.5906 0.065
H 2.4783 -0.7534 -8.0279 0.120
H 1.9164 0.6458 -7.1376 0.106
H 3.9732 0.0524 -4.7546 0.109
H 2.8523 -1.0686 -4.0104 0.109
H 2.0216 1.6383 -5.1821 0.071
H 2.2031 1.2539 -3.4687 0.064
H 0.9418 0.4610 -4.4403 0.049
```

Results
2S+1 ... 1
Electronic energy ... -216474.0061 eV
Net charge ... +1
Max |F| ... 6.627 eV Å⁻¹

---

2.
The following is a DFT calculation (ωB97M-V with the def2-TZVPD basis set) of an isolated molecule of C20H22N2O5S.

The geometry in XYZ format:
```
50
Properties=species:S:1:pos:R:3:nbo_charge:R:1
C 3.4338 -0.3292 0.4194 -0.715
C 2.0633 -0.4155 -0.2103 0.697
O 1.1496 -1.0656 0.2419 -0.611
N 1.9589 0.3122 -1.3652 -0.641
C 0.7051 0.5234 -1.9799 0.007
C -0.0594 -0.4495 -2.5079 -0.107
C 0.2542 -1.8548 -2.6605 -0.009
C 1.5588 -2.3330 -2.7979 -0.210
C 1.7974 -3.6860 -2.9368 -0.198
C 0.7446 -4.5871 -2.9317 -0.198
C -0.5557 -4.1247 -2.8071 -0.213
C -0.8006 -2.7714 -2.6856 -0.190
C 0.1165 1.8692 -1.7980 0.762
O -0.9601 2.2159 -2.2135 -0.593
O 0.9258 2.6439 -1.0468 -0.524
C 0.3230 3.7614 -0.3847 -0.115
C -0.0834 3.2776 0.9840 0.029
C 0.7208 3.5016 2.0945 -0.206
C 0.4061 2.9355 3.3196 -0.211
C -0.7034 2.1149 3.4379 -0.179
C -1.5001 1.8953 2.3311 -0.325
S -2.9202 0.7962 2.4639 2.328
O -3.9504 1.2832 1.5962 -0.938
O -3.2113 0.6283 3.8577 -0.944
N -2.4285 -0.6786 1.8798 -0.660
C -1.4214 -1.3507 2.6620 -0.431
C -2.2700 -0.7871 0.4510 -0.439
C -1.2095 2.4707 1.1120 -0.222
H 4.2061 -0.5293 -0.3193 0.226
H 3.5047 -1.0530 1.2259 0.244
H 3.5857 0.6693 0.8256 0.232
H 2.6515 1.0300 -1.5252 0.408
H -1.0507 -0.1438 -2.8195 0.238
H 2.3833 -1.6377 -2.8211 0.218
H 2.8109 -4.0429 -3.0483 0.213
H 0.9370 -5.6450 -3.0309 0.215
H -1.3797 -4.8228 -2.8111 0.217
H -1.8138 -2.4102 -2.5891 0.212
H 1.0856 4.5403 -0.3356 0.199
H -0.5386 4.1025 -0.9665 0.225
H 1.5977 4.1256 1.9995 0.211
H 1.0328 3.1258 4.1777 0.220
H -0.9757 1.6538 4.3737 0.244
H -1.5895 -1.0916 3.7040 0.229
H -1.5310 -2.4283 2.5360 0.208
H -0.4089 -1.0653 2.3547 0.203
H -2.9871 -0.1141 -0.0118 0.233
H -2.4870 -1.8123 0.1472 0.205
H -1.2507 -0.5405 0.1339 0.206
H -1.8667 2.2931 0.2752 0.251
```

Results
Energy above the lowest of the compared OMol25 structures with the same formula, charge and spin ... 122.0 kJ/mol
SMILES ... CC(=O)N/C(=C\c1ccccc1)C(=O)OCc1cccc(S(=O)(=O)N(C)C)c1
2S+1 ... 1
Electronic energy ... -45150.0145 eV
Max |F| ... 1.149 eV Å⁻¹

---

3.
The following is a DFT calculation (ωB97M-V with the def2-TZVPD basis set) of an isolated molecule of C18H16N4O5S2.

The geometry in XYZ format:
```
45
Properties=species:S:1:pos:R:3:nbo_charge:R:1
C 9.2542 0.1128 -1.3271 -0.254
H 10.3356 0.0441 -1.4326 0.203
O 8.9672 -0.3595 -0.0339 -0.507
C 7.6712 -0.3997 0.3771 0.404
C 6.5871 0.0077 -0.3865 -0.401
C 5.2949 -0.0793 0.1330 0.261
C 5.0824 -0.5709 1.4133 -0.321
C 6.1732 -0.9725 2.1669 -0.161
C 7.4550 -0.8925 1.6661 -0.309
H 8.3086 -1.2035 2.2457 0.223
H 6.0139 -1.3550 3.1633 0.217
H 4.0805 -0.6343 1.8004 0.260
N 4.2539 0.3504 -0.6909 -0.601
C 2.9318 0.3391 -0.4427 0.265
N 2.3255 -0.0729 0.6167 -0.338
N 1.0035 0.0393 0.5709 -0.293
C 0.5547 0.5391 -0.5230 -0.144
S -1.1121 0.7984 -0.8955 0.290
C -1.8427 0.1358 0.6614 -0.522
C -3.2850 -0.1543 0.4334 -0.107
C -3.7377 -1.4350 0.1888 -0.145
C -5.0895 -1.6635 -0.0498 -0.008
C -6.0059 -0.6206 -0.0369 -0.147
C -5.5685 0.6682 0.1992 -0.152
C -4.2073 0.9077 0.4193 0.408
O -3.7290 2.1531 0.6375 -0.505
C -4.6502 3.2024 0.4202 0.222
O -5.9085 2.9368 0.9246 -0.505
C -6.5101 1.8411 0.2585 -0.084
H -7.4055 1.5954 0.8324 0.214
H -6.8129 2.1377 -0.7591 0.184
H -4.2551 4.0700 0.9541 0.193
H -4.6899 3.4098 -0.6659 0.144
H -7.0506 -0.8281 -0.2104 0.248
N -5.5466 -3.0020 -0.3061 0.532
O -4.7260 -3.8941 -0.2737 -0.378
O -6.7268 -3.1580 -0.5402 -0.384
H -3.0540 -2.2704 0.1767 0.252
H -1.2747 -0.7574 0.9108 0.258
H -1.7025 0.9025 1.4214 0.247
S 1.8108 0.9560 -1.6913 0.285
H 4.5277 0.7021 -1.5971 0.402
H 6.7230 0.3941 -1.3857 0.207
H 8.9460 1.1560 -1.4531 0.174
H 8.7777 -0.5042 -2.0961 0.175
```

Results
Energy above the lowest of the compared OMol25 structures with the same formula, charge and spin ... 508.1 kJ/mol
2S+1 ... 1
Electronic energy ... -56790.1033 eV
Max |F| ... 1.862 eV Å⁻¹

---

- Look up the max |F| of the second one.
  1.149 eV Å⁻¹

---

- Look up the 2S+1 of the third one.
  1

---

- The highest max |F| belongs to which entry?
  C24H43Br2ClIN2O8S

---

- What is the electronic energy in the first record?
  -216474.0061 eV